Record 1
Formula: C30H69N3O24S6
Source: OMol25
Level of theory: wB97M-V/def2-TZVPD

## Properties
- ΔE to the lowest compared entry with this formula, charge and spin (eV) = 26.121
- LUMO (Eh) = 0.00638
- M (g mol⁻¹) = 1048.28

Last column: Löwdin charge in e.
Geometry (Å):
C  39.942  20.833  7.356  -0.039
C  41.156  20.154  6.666  -0.256
N  42.501  20.461  7.169  -0.179
C  43.493  20.164  6.200  -0.278
C  43.619  18.696  5.801  -0.046
C  42.728  19.967  8.514  -0.198
C  43.922  20.671  9.153  -0.042
H  38.993  20.707  6.835  0.079
H  40.074  21.904  7.509  0.062
H  39.885  20.447  8.374  0.054
H  40.940  19.129  6.363  0.106
H  41.191  20.554  5.653  -0.003
H  43.316  20.720  5.279  0.063
H  44.453  20.550  6.541  0.108
H  44.478  18.625  5.135  0.020
H  43.854  18.094  6.678  0.073
H  42.716  18.366  5.289  0.077
H  42.778  18.880  8.457  0.107
H  41.780  20.008  9.050  0.115
H  43.871  20.373  10.200  0.052
H  43.737  21.744  9.095  0.079
H  44.888  20.415  8.718  0.080
C  45.541  22.211  1.264  -0.037
C  45.083  21.763  2.678  -0.204
N  45.608  20.508  3.175  -0.132
C  45.261  20.391  4.623  -0.217
C  45.924  19.220  5.351  -0.101
C  45.291  19.364  2.403  -0.183
C  43.823  19.028  2.358  -0.122
H  45.445  23.286  1.114  0.105
H  44.895  21.673  0.570  0.028
H  46.566  21.909  1.048  0.096
H  45.338  22.497  3.442  0.053
H  43.994  21.717  2.644  0.095
H  45.647  21.264  5.150  0.024
H  44.177  20.467  4.709  0.046
H  47.004  19.224  5.199  0.063
H  45.711  19.094  6.412  0.066
H  45.606  18.245  4.980  0.092
H  45.808  18.439  2.657  0.118
H  45.547  19.541  1.359  0.101
H  43.618  18.072  1.876  0.047
H  43.164  19.678  1.783  0.088
H  43.498  18.895  3.390  0.080
C  42.569  23.906  1.351  -0.023
C  42.812  22.473  0.776  -0.285
N  41.931  22.168  -0.376  -0.202
C  42.380  23.011  -1.504  -0.233
C  41.875  22.413  -2.831  -0.056
C  40.451  22.311  -0.138  -0.165
C  39.883  21.284  0.893  -0.061
H  43.090  24.034  2.300  0.057
H  41.526  24.123  1.578  0.068
H  42.898  24.680  0.657  0.075
H  43.864  22.368  0.511  0.022
H  42.775  21.705  1.549  0.095
H  42.119  24.043  -1.269  0.110
H  43.467  23.007  -1.585  0.114
H  40.836  22.745  -2.845  0.068
H  42.322  22.951  -3.666  0.076
H  42.047  21.341  -2.922  0.057
H  39.860  21.971  -0.989  0.107
H  40.254  23.330  0.194  0.100
H  38.816  21.426  1.065  0.095
H  40.234  21.398  1.918  0.075
H  40.093  20.249  0.621  0.043
C  47.778  22.205  3.372  -0.185
C  47.310  23.666  3.133  -0.229
O  48.214  24.406  3.873  -0.180
S  49.756  23.833  3.748  0.782
O  50.537  23.827  5.002  -0.258
O  50.326  24.217  2.447  -0.262
O  49.165  22.281  3.516  -0.197
H  47.615  21.696  2.422  0.107
H  47.303  21.757  4.245  0.122
H  46.314  23.737  3.570  0.006
H  47.321  23.820  2.054  0.126
C  48.778  18.111  5.888  -0.225
C  48.024  16.793  6.049  -0.189
O  48.434  15.964  4.993  -0.184
S  49.138  16.864  3.776  0.786
O  48.174  17.497  2.876  -0.235
O  50.280  16.065  3.273  -0.255
O  49.729  17.916  4.921  -0.176
H  49.244  18.496  6.795  0.150
H  48.086  18.828  5.446  0.064
H  46.939  16.881  6.003  0.096
H  48.493  16.411  6.956  0.134
C  41.701  17.602  1.880  -0.152
C  41.192  18.831  1.108  -0.170
O  40.664  19.688  2.131  -0.306
S  41.137  19.237  3.653  0.832
O  40.193  18.350  4.332  -0.203
O  41.670  20.406  4.360  -0.237
O  42.204  18.233  2.979  -0.361
H  42.428  17.069  1.267  0.099
H  40.934  16.919  2.244  0.148
H  40.420  18.579  0.381  0.159
H  42.072  19.283  0.650  0.079
C  44.745  18.314  10.391  -0.204
C  46.217  18.829  10.284  -0.110
O  46.452  18.669  8.866  -0.236
S  45.682  17.355  8.247  0.804
O  46.361  16.188  8.718  -0.188
O  45.458  17.639  6.813  -0.384
O  44.368  17.860  9.133  -0.234
H  44.007  19.045  10.720  0.101
H  44.738  17.455  11.063  0.133
H  46.985  18.197  10.730  0.128
H  46.337  19.878  10.557  0.134
C  42.601  23.810  7.029  -0.161
C  42.108  22.862  5.867  -0.155
O  43.027  23.063  4.773  -0.194
S  44.485  23.536  5.340  0.883
O  45.236  24.315  4.309  -0.236
O  45.120  22.302  5.879  -0.246
O  43.732  24.438  6.496  -0.172
H  42.805  23.222  7.924  0.102
H  41.706  24.352  7.333  0.131
H  41.132  23.223  5.541  0.138
H  42.058  21.893  6.362  0.049
C  43.666  20.276  -0.626  -0.159
C  42.567  19.474  -1.350  -0.200
O  42.519  18.288  -0.679  -0.270
S  44.037  17.701  -0.376  0.838
O  44.610  17.344  -1.672  -0.211
O  44.160  16.822  0.783  -0.218
O  44.484  19.282  0.002  -0.272
H  43.311  20.952  0.153  0.046
H  44.326  20.897  -1.232  0.150
H  42.862  19.324  -2.389  0.130
H  41.602  19.976  -1.427  0.126

***

Record 2
Formula: C30H70N10O10
Source: OMol25
Level of theory: wB97M-V/def2-TZVPD

## Properties
- SMILES = CN(C)C=O.CN(C)C=O.CN(C)C=O.CN(C)C=O.CN(C)C=O.CN(C)C=O.CN(C)C=O.CN(C)C=O.CN(C)C=O.CN(C)C=O
- ΔE to the lowest compared entry with this formula, charge and spin (eV) = 6.626
- LUMO (Eh) = 0.00272
- M (g mol⁻¹) = 730.95

Last column: Löwdin charge in e.
Geometry (Å):
C  5.959  -0.356  0.202  -0.367
O  5.256  -0.828  -0.636  -0.002
N  6.248  0.936  0.373  -0.187
C  7.133  1.382  1.381  -0.070
C  5.714  1.924  -0.563  -0.016
H  6.477  -0.985  0.974  0.149
H  7.359  0.589  2.103  0.092
H  6.667  2.176  1.966  0.087
H  8.075  1.640  0.905  0.097
H  4.965  1.433  -1.179  0.056
H  5.273  2.749  0.003  0.101
H  6.472  2.325  -1.214  0.089
C  -5.822  -1.646  0.101  -0.358
O  -5.332  -1.730  1.207  0.015
N  -5.209  -1.225  -1.036  -0.166
C  -5.944  -0.957  -2.246  -0.076
C  -3.835  -0.620  -0.988  -0.016
H  -6.882  -1.889  -0.128  0.133
H  -5.878  0.074  -2.563  0.068
H  -7.018  -1.124  -2.141  0.087
H  -5.585  -1.613  -3.054  0.084
H  -3.451  -0.476  0.035  0.096
H  -3.148  -1.208  -1.581  0.044
H  -3.923  0.335  -1.514  0.066
C  2.126  -4.445  3.078  -0.367
O  1.254  -4.360  3.905  0.020
N  2.288  -3.624  2.034  -0.175
C  3.471  -3.527  1.238  -0.058
C  1.155  -2.773  1.639  -0.022
H  2.954  -5.187  3.160  0.137
H  3.254  -3.843  0.215  0.087
H  4.275  -4.144  1.662  0.095
H  3.891  -2.544  1.251  0.052
H  0.854  -2.969  0.597  0.071
H  0.337  -2.946  2.332  0.092
H  1.468  -1.730  1.688  0.057
C  4.515  1.918  4.004  -0.365
O  4.850  3.058  4.267  0.016
N  3.294  1.372  4.133  -0.185
C  3.004  -0.009  3.901  -0.074
C  2.233  2.175  4.799  -0.007
H  5.202  1.146  3.608  0.121
H  2.030  -0.121  3.456  0.067
H  3.015  -0.693  4.762  0.104
H  3.671  -0.399  3.128  0.077
H  2.510  3.227  4.730  0.089
H  1.337  2.071  4.145  0.078
H  2.003  1.797  5.793  0.094
C  -5.381  4.577  1.380  -0.342
O  -5.842  5.657  1.717  -0.004
N  -4.115  4.449  0.917  -0.177
C  -3.643  3.152  0.452  -0.055
C  -3.319  5.654  0.575  -0.018
H  -5.877  3.603  1.445  0.126
H  -4.395  2.354  0.596  0.087
H  -2.723  2.842  0.953  0.054
H  -3.489  3.281  -0.619  0.084
H  -2.413  5.672  1.158  0.072
H  -3.016  5.685  -0.467  0.083
H  -3.857  6.545  0.835  0.076
C  -3.876  0.724  -4.734  -0.343
O  -4.258  1.342  -3.782  0.015
N  -2.636  0.180  -4.846  -0.181
C  -2.220  -0.530  -6.054  -0.053
C  -1.681  0.351  -3.794  -0.072
H  -4.507  0.556  -5.613  0.137
H  -3.057  -0.661  -6.751  0.084
H  -1.819  -1.492  -5.736  0.081
H  -1.480  0.000  -6.699  0.097
H  -1.579  -0.538  -3.140  0.075
H  -0.686  0.571  -4.170  0.079
H  -1.971  1.178  -3.159  0.090
C  -2.152  -4.253  -0.456  -0.336
O  -1.177  -4.402  0.245  0.019
N  -2.133  -4.141  -1.798  -0.188
C  -3.312  -3.906  -2.594  -0.070
C  -0.851  -4.269  -2.475  -0.043
H  -3.178  -4.089  -0.053  0.142
H  -4.215  -4.146  -2.015  0.094
H  -3.320  -4.591  -3.447  0.091
H  -3.375  -2.879  -2.954  0.059
H  -0.053  -4.179  -1.742  0.061
H  -0.764  -5.211  -3.059  0.105
H  -0.735  -3.451  -3.196  0.070
C  3.054  -2.549  -2.572  -0.331
O  2.199  -3.383  -2.325  -0.020
N  2.974  -1.711  -3.644  -0.171
C  3.893  -0.543  -3.909  -0.020
C  1.894  -1.948  -4.614  -0.050
H  3.963  -2.409  -1.954  0.124
H  3.160  0.235  -4.195  0.088
H  4.615  -0.733  -4.717  0.086
H  4.445  -0.306  -2.993  0.056
H  2.311  -2.038  -5.634  0.098
H  1.387  -2.896  -4.346  0.076
H  1.089  -1.212  -4.514  0.066
C  0.562  1.238  1.016  -0.331
O  -0.620  1.470  1.146  0.001
N  1.142  0.497  0.043  -0.137
C  0.349  -0.366  -0.893  0.002
C  2.583  0.268  -0.035  -0.061
H  1.335  1.650  1.693  0.128
H  -0.679  -0.343  -0.599  0.072
H  0.788  -1.350  -0.957  0.062
H  0.439  -0.011  -1.916  0.071
H  3.041  0.659  -0.930  0.068
H  3.060  0.797  0.795  0.082
H  2.830  -0.783  0.119  0.063
C  -1.400  3.818  3.590  -0.362
O  -1.196  5.003  3.707  0.019
N  -1.908  3.023  4.550  -0.204
C  -2.496  1.777  4.135  -0.060
C  -2.219  3.545  5.830  -0.060
H  -1.229  3.284  2.633  0.108
H  -2.279  1.048  4.936  0.091
H  -2.008  1.434  3.212  0.069
H  -3.578  1.718  3.993  0.090
H  -1.517  4.334  6.112  0.092
H  -3.196  4.040  5.806  0.100
H  -2.244  2.750  6.577  0.089

***

Record 3
Formula: C30H70N3O8P2
Source: OMol25
Level of theory: wB97M-V/def2-TZVPD

## Properties
- LUMO (Eh) = 0.06996
- net charge = -1
- M (g mol⁻¹) = 662.85

Last column: Löwdin charge in e.
Geometry (Å):
C  2.783  2.116  -1.698  -0.291
P  3.684  0.482  -2.088  0.382
C  3.327  -0.373  -0.400  -0.336
C  2.496  -1.641  -0.538  -0.371
N  1.332  -1.816  0.346  -0.015
C  5.371  1.220  -1.470  -0.385
C  6.544  0.265  -1.590  -0.291
C  7.568  0.334  -0.460  -0.308
N  8.131  -0.991  -0.165  -0.031
P  4.104  1.046  -4.367  0.502
N  3.966  -0.151  -5.412  -0.435
H  1.805  1.840  -1.299  0.018
H  3.299  2.714  -0.946  0.019
H  2.607  2.734  -2.579  -0.015
H  4.363  -0.754  -2.538  -0.021
H  2.438  -0.051  -2.673  -0.021
H  2.840  0.326  0.290  0.061
H  4.307  -0.609  0.027  0.052
H  3.124  -2.520  -0.376  0.078
H  2.126  -1.706  -1.566  0.073
H  0.691  -1.038  0.212  0.060
H  1.626  -1.699  1.313  0.043
H  5.556  2.151  -2.009  0.054
H  5.209  1.503  -0.426  0.053
H  6.145  -0.758  -1.642  0.068
H  7.053  0.417  -2.544  0.100
H  8.398  0.987  -0.737  0.097
H  7.087  0.789  0.415  0.092
H  8.543  -1.018  0.760  0.045
H  7.386  -1.679  -0.183  0.047
H  3.256  2.134  -4.727  -0.083
H  5.359  1.714  -4.485  -0.075
H  4.823  -0.338  -5.915  -0.112
C  -1.461  -3.322  2.033  -0.018
C  -1.381  -2.129  2.953  -0.501
O  -0.726  -1.166  2.625  0.050
C  -2.091  -2.237  4.277  -0.014
H  -0.894  -3.099  1.131  0.066
H  -1.041  -4.210  2.509  0.062
H  -2.504  -3.541  1.795  0.069
H  -1.673  -3.086  4.821  0.061
H  -3.155  -2.415  4.116  0.059
H  -1.944  -1.331  4.862  0.084
C  1.443  1.178  3.947  -0.027
C  2.600  2.145  3.984  -0.505
O  2.558  3.234  3.466  0.070
C  3.834  1.674  4.728  -0.031
H  0.631  1.589  3.354  0.083
H  1.745  0.224  3.512  0.074
H  1.096  0.977  4.963  0.084
H  4.214  0.758  4.272  0.081
H  3.580  1.438  5.764  0.077
H  4.600  2.445  4.698  0.076
C  1.556  -5.734  6.548  -0.025
C  0.776  -4.611  5.901  -0.488
O  -0.179  -4.109  6.446  0.062
C  1.261  -4.157  4.547  -0.001
H  1.123  -5.979  7.515  0.077
H  1.547  -6.613  5.902  0.080
H  2.600  -5.439  6.672  0.083
H  1.210  -4.975  3.826  0.066
H  2.305  -3.844  4.613  0.093
H  0.662  -3.326  4.183  0.067
C  2.703  -7.041  1.751  -0.025
C  1.708  -6.106  1.100  -0.492
O  0.671  -5.802  1.641  0.049
C  2.085  -5.551  -0.250  -0.015
H  2.329  -7.374  2.716  0.071
H  2.881  -7.904  1.107  0.082
H  3.662  -6.535  1.876  0.085
H  2.238  -6.365  -0.963  0.085
H  3.027  -5.005  -0.180  0.082
H  1.307  -4.879  -0.604  0.083
C  -1.111  5.025  -1.756  -0.022
C  -0.651  4.563  -3.122  -0.497
O  0.433  4.066  -3.291  0.075
C  -1.638  4.753  -4.252  -0.035
H  -0.328  4.835  -1.026  0.080
H  -1.361  6.087  -1.787  0.075
H  -2.025  4.498  -1.473  0.082
H  -1.900  5.808  -4.350  0.066
H  -2.565  4.223  -4.028  0.073
H  -1.204  4.377  -5.176  0.080
C  -6.348  6.877  -2.947  -0.026
C  -4.916  7.333  -3.051  -0.489
O  -4.011  6.539  -3.161  0.055
C  -4.672  8.823  -3.040  -0.019
H  -6.378  5.791  -2.964  0.080
H  -6.813  7.244  -2.030  0.085
H  -6.925  7.258  -3.791  0.074
H  -5.056  9.258  -2.115  0.083
H  -5.213  9.293  -3.863  0.085
H  -3.608  9.027  -3.131  0.081
C  -5.491  -5.653  2.259  -0.021
C  -5.434  -4.489  3.220  -0.494
O  -4.884  -3.455  2.931  0.062
C  -6.091  -4.692  4.566  -0.022
H  -4.984  -5.394  1.334  0.083
H  -5.018  -6.530  2.707  0.085
H  -6.530  -5.919  2.054  0.083
H  -5.636  -5.541  5.079  0.085
H  -7.149  -4.927  4.434  0.082
H  -5.983  -3.795  5.169  0.082
C  -5.649  4.314  -5.851  -0.017
C  -7.083  4.723  -6.078  -0.498
O  -7.475  5.839  -5.824  0.056
C  -8.007  3.664  -6.633  -0.025
H  -5.078  5.144  -5.441  0.070
H  -5.604  3.467  -5.163  0.092
H  -5.199  3.981  -6.788  0.089
H  -8.030  2.803  -5.963  0.085
H  -7.632  3.309  -7.594  0.084
H  -9.008  4.069  -6.751  0.079

***

no.,Kohn-Sham gap (eV)
1,7.4
2,8.8
3,4.8